[1]
{"formula": "C15H39N3O18", "method": "ωB97M-V with the def2-TZVPD basis set", "species": ["C", "N", "O", "O", "H", "H", "H", "C", "N", "O", "O", "H", "H", "H", "C", "N", "O", "O", "H", "H", "H", "C", "O", "C", "O", "O", "C", "H", "H", "H", "H", "H", "H", "C", "O", "C", "O", "O", "C", "H", "H", "H", "H", "H", "H", "C", "O", "C", "O", "O", "C", "H", "H", "H", "H", "H", "H", "C", "O", "H", "H", "H", "H", "C", "O", "H", "H", "H", "H", "C", "O", "H", "H", "H", "H"], "coordinates": [[0.67613, -4.41379, -2.55482], [0.39257, -3.76503, -1.26724], [-0.29232, -2.74563, -1.25934], [0.85126, -4.24057, -0.23703], [1.14194, -3.73012, -3.25631], [-0.23211, -4.94290, -2.82511], [1.45867, -5.14716, -2.35811], [0.05670, -4.64894, 2.67788], [0.14303, -6.09963, 3.08800], [-0.07244, -6.89823, 2.19336], [0.56573, -6.35652, 4.18928], [-0.48115, -4.09621, 3.44703], [-0.53458, -4.54263, 1.77973], [1.10192, -4.37980, 2.57466], [-4.18794, -2.10839, 3.74012], [-3.41961, -0.93996, 3.24564], [-3.76138, 0.16025, 3.59216], [-2.47766, -1.18094, 2.51111], [-5.17791, -1.77258, 4.02148], [-3.71033, -2.57839, 4.59921], [-4.09610, -2.84020, 2.94157], [1.90279, -0.71173, 4.91857], [2.64048, -0.60825, 3.71789], [2.65325, 0.58672, 3.09894], [1.89973, 1.50315, 3.30678], [3.56515, 0.53248, 2.17386], [3.55179, 1.42755, 1.05174], [1.60437, -1.74232, 5.12072], [0.96556, -0.15703, 4.89141], [2.56755, -0.44615, 5.74200], [4.31985, 2.17312, 1.26035], [2.59375, 1.82934, 0.74281], [3.99592, 0.81548, 0.27207], [-0.73066, -0.92961, -6.78089], [-0.01400, -0.01086, -5.95602], [-0.27861, 0.04232, -4.65547], [0.26622, 0.83731, -3.94989], [-1.30035, -0.73330, -4.33501], [-1.79771, -0.75814, -3.00610], [-1.81142, -0.81234, -6.74784], [-0.46421, -1.93514, -6.44021], [-0.34042, -0.80596, -7.78663], [-2.57292, -0.01485, -2.81123], [-1.04953, -0.64187, -2.22736], [-2.27677, -1.72148, -2.85172], [-0.19568, 7.56362, -3.16575], [0.12617, 6.40557, -2.39301], [-0.80698, 5.46188, -2.41077], [-1.92129, 5.59625, -2.84278], [-0.31303, 4.37470, -1.87341], [-1.16388, 3.27907, -1.56641], [-0.12181, 7.30533, -4.22249], [0.50561, 8.36465, -2.96114], [-1.21813, 7.85443, -2.93618], [-1.35229, 2.64466, -2.43390], [-2.13976, 3.62636, -1.22770], [-0.64320, 2.70381, -0.80743], [2.99378, 0.35629, -2.10879], [2.02996, 1.33957, -1.74333], [3.99431, 0.73877, -1.91082], [2.82358, -0.54420, -1.50927], [2.86953, 0.08904, -3.15905], [1.44838, 1.47877, -2.50011], [0.16819, -0.53444, 0.96905], [-0.82558, 0.49738, 0.99080], [-0.31479, -1.50126, 1.12278], [0.75656, -0.55015, 0.05719], [0.82657, -0.35962, 1.82673], [-1.22808, 0.41339, 1.86370], [-1.02293, 2.06759, 4.12741], [-0.04206, 2.88908, 4.72215], [-1.11589, 2.38302, 3.08265], [-0.77236, 1.00507, 4.24831], [-1.99182, 2.12401, 4.63090], [0.81276, 2.47631, 4.53857]], "gap_ev": 8.9, "smiles": "C[N+](=O)[O-].C[N+](=O)[O-].C[N+](=O)[O-].COC(=O)OC.COC(=O)OC.COC(=O)OC.CO.CO.CO", "e_homo_ev": -9.415, "e_tot_ev": -57502.122}

***

[2]
{"formula": "C23H18ClN7O", "method": "ωB97M-V with the def2-TZVPD basis set", "species": ["N", "C", "C", "C", "C", "N", "C", "C", "N", "C", "O", "N", "C", "C", "C", "N", "C", "N", "C", "C", "C", "N", "C", "C", "C", "C", "C", "C", "Cl", "C", "C", "C", "H", "H", "H", "H", "H", "H", "H", "H", "H", "H", "H", "H", "H", "H", "H", "H", "H", "H"], "coordinates": [[3.15259, 4.28659, -1.09610], [2.26644, 3.55394, -1.31965], [1.20197, 2.54504, -1.52316], [1.74683, 1.13616, -1.37552], [0.58672, 0.07659, -1.48686], [1.25108, -1.17257, -1.19421], [1.69082, -1.60385, 0.17244], [1.57022, -0.83500, 1.58942], [0.29264, -0.11503, 1.74847], [0.07967, 1.25119, 1.76475], [0.98376, 2.10587, 1.87540], [-1.32350, 1.40349, 1.67113], [-1.97112, 2.56409, 1.70354], [-1.54535, 3.63992, 2.46735], [-2.27379, 4.72044, 2.53917], [-3.41308, 4.83670, 1.83192], [-3.82060, 3.76605, 1.15288], [-3.09183, 2.68494, 0.99578], [-1.98188, 0.25057, 1.70239], [-3.40776, -0.12318, 1.92060], [-3.65272, -1.52238, 2.07863], [-2.63301, -2.47327, 1.95949], [-1.35039, -2.04316, 1.91743], [-1.00558, -0.70683, 1.74068], [2.30144, -2.83879, -0.08313], [2.20562, -3.20785, -1.44432], [2.47310, -4.45511, -2.07412], [2.10752, -4.60084, -3.43520], [2.41378, -6.10481, -4.27366], [1.51422, -3.56045, -4.26338], [1.27831, -2.37822, -3.55576], [1.50911, -2.19624, -2.07769], [0.38112, 2.61905, -0.80221], [0.82324, 2.61384, -2.49055], [2.08865, 1.11177, -0.31710], [2.53618, 0.96305, -2.09988], [0.04689, 0.08422, -2.42499], [-0.05263, 0.09267, -0.66912], [2.35502, -0.12981, 1.78478], [1.64503, -1.66574, 2.32098], [-0.78167, 3.67230, 3.22504], [-1.85627, 5.49987, 3.03044], [-4.85215, 3.98453, 0.76326], [-4.14348, 0.69108, 1.95619], [-4.69164, -1.85629, 2.04920], [-0.64516, -2.90307, 1.97914], [2.89943, -3.29658, 0.73812], [2.96279, -5.24591, -1.47034], [1.22916, -3.68939, -5.26385], [0.90026, -1.42956, -3.93782]], "gap_ev": 8.1, "smiles": "N#CCCCn1c(Cn2c(=O)n(-c3ccncn3)c3ccncc32)cc2cc(Cl)ccc21", "e_homo_ev": -8.267, "e_tot_ev": -49141.386, "relative_energy_kcal_mol": 52.7}

***

[3]
{"formula": "C35H31BO23PS2", "method": "ωB97M-V with the def2-TZVPD basis set", "species": ["C", "C", "P", "S", "O", "C", "S", "C", "B", "C", "O", "O", "H", "H", "H", "H", "H", "H", "H", "H", "H", "H", "H", "C", "C", "C", "O", "C", "C", "C", "O", "O", "O", "H", "H", "H", "H", "C", "C", "C", "O", "C", "C", "C", "O", "O", "O", "H", "H", "H", "H", "C", "C", "C", "O", "C", "C", "C", "O", "O", "O", "H", "H", "H", "H", "C", "C", "C", "O", "C", "C", "C", "O", "O", "O", "H", "H", "H", "H", "C", "C", "C", "O", "C", "C", "C", "O", "O", "O", "H", "H", "H", "H"], "coordinates": [[-1.71639, -3.85528, 1.17083], [-2.20952, -2.91888, 0.61340], [-2.85287, -1.26633, 0.04329], [-4.58611, -1.39119, 1.43885], [-3.32568, 0.34502, -0.44207], [-2.68770, 1.31757, 0.22656], [-3.79056, 2.12251, 1.52259], [-1.46867, 0.73475, 0.96600], [-0.16492, 0.55810, 0.06818], [1.08748, -0.26933, 0.55708], [-0.12302, 1.11817, -1.21663], [-1.80729, -0.61932, 1.22400], [-1.27595, -4.41808, 1.92124], [-1.82006, -1.30811, -0.98258], [-3.71209, -1.86756, -0.92712], [-5.60446, -1.29261, 0.57694], [-2.44468, 2.16273, -0.38738], [-3.28222, 1.68033, 2.67917], [-1.23512, 1.32498, 1.84139], [1.51971, 0.11738, 1.46895], [1.81111, -0.29010, -0.23898], [0.73884, -1.27916, 0.73826], [-0.52845, 0.46187, -1.79351], [-1.83928, -5.62326, -4.02482], [-1.42386, -5.06624, -2.87578], [-0.33820, -5.69369, -2.04964], [0.01560, -5.11835, -1.04544], [0.23486, -6.95619, -2.50763], [-0.19160, -7.50138, -3.65023], [-1.25117, -6.85404, -4.49163], [-1.56324, -7.40955, -5.53595], [0.28997, -8.64780, -4.13088], [-1.93860, -3.94585, -2.41401], [-2.61296, -5.17702, -4.63270], [1.00353, -7.41022, -1.89801], [-0.19203, -8.80025, -4.96487], [-1.50402, -3.74485, -1.55464], [-2.61221, -1.79918, 6.57708], [-2.23773, -2.86578, 7.28925], [-1.29121, -3.89372, 6.74443], [-0.98534, -4.82676, 7.47112], [-0.79704, -3.72572, 5.39574], [-1.17200, -2.65859, 4.66474], [-2.10102, -1.61103, 5.22227], [-2.38019, -0.65583, 4.53281], [-0.75768, -2.46567, 3.43506], [-2.66848, -3.09585, 8.52966], [-3.29017, -1.05205, 6.96455], [-0.12895, -4.48255, 5.01023], [-1.18608, -1.64060, 3.10825], [-2.24003, -3.92789, 8.80290], [2.57407, -1.69132, -6.36976], [1.56095, -2.54022, -6.15636], [1.40719, -3.27577, -4.85717], [0.45149, -4.01753, -4.72968], [2.40536, -3.06654, -3.82133], [3.41958, -2.21887, -4.03571], [3.56207, -1.46490, -5.32648], [4.50102, -0.70069, -5.44493], [4.36275, -1.98471, -3.13336], [0.62876, -2.79083, -7.06578], [2.69446, -1.15492, -7.30000], [2.29009, -3.61174, -2.89402], [4.96490, -1.33322, -3.53763], [0.01697, -3.43125, -6.65518], [-2.95294, 5.66850, 1.99231], [-1.62460, 5.54351, 1.85132], [-0.75552, 6.71456, 1.50413], [0.44364, 6.52219, 1.40938], [-1.38260, 8.00962, 1.29612], [-2.70758, 8.13364, 1.43529], [-3.57917, 6.96608, 1.80626], [-4.77245, 7.16970, 1.92878], [-3.34597, 9.28381, 1.25852], [-0.98274, 4.39358, 2.00654], [-3.58925, 4.83020, 2.23812], [-0.74537, 8.84152, 1.03102], [-4.28810, 9.08799, 1.42221], [-0.03727, 4.58300, 1.85196], [5.06732, 4.21262, 0.99485], [6.18551, 4.54336, 0.34058], [6.19175, 5.57985, -0.74259], [7.25400, 5.83973, -1.27961], [4.93532, 6.21449, -1.09480], [3.80707, 5.88751, -0.44600], [3.80545, 4.86228, 0.66035], [2.76299, 4.61467, 1.22678], [2.64392, 6.44472, -0.74172], [7.36449, 3.98533, 0.59894], [5.05349, 3.46769, 1.77764], [4.95180, 6.94794, -1.88808], [1.97054, 6.06865, -0.14262], [7.99618, 4.40610, -0.01307]], "gap_ev": 4.8, "total_charge": -1, "e_homo_ev": -4.827, "e_tot_ev": -115524.024}

***

[4]
{"formula": "C6H9BrFN3", "method": "ωB97M-V with the def2-TZVPD basis set", "species": ["C", "C", "C", "C", "N", "N", "N", "C", "F", "C", "Br", "H", "H", "H", "H", "H", "H", "H", "H", "H"], "coordinates": [[-0.56630, -1.02544, 1.27831], [-0.57987, -0.17289, 0.04966], [-0.72652, -0.91134, -1.31991], [-1.79096, 0.83984, 0.09785], [0.65753, 0.54413, 0.01958], [0.68098, 1.81558, -0.08414], [1.90525, 2.19667, -0.13621], [2.67398, 1.07086, -0.08162], [3.95796, 1.15663, 0.13933], [1.86840, -0.00695, 0.04016], [2.40587, -1.77431, 0.00090], [-0.55171, -0.47538, 2.19284], [-1.49026, -1.58706, 1.22737], [0.33116, -1.74510, 1.25689], [0.23905, -1.12769, -1.67870], [-1.35871, -1.74476, -1.05730], [-1.24164, -0.26408, -2.06263], [-2.13205, 0.98537, -0.90849], [-2.67907, 0.41423, 0.63862], [-1.60310, 1.81166, 0.38747]], "gap_ev": 10.0, "smiles": "CC(C)(C)n1nnc(F)c1Br", "e_homo_ev": -9.580, "e_tot_ev": -83596.105, "relative_energy_kcal_mol": 0.0}

***

[5]
{"formula": "C12H17IO", "method": "ωB97M-V with the def2-TZVPD basis set", "species": ["C", "C", "C", "C", "C", "C", "I", "C", "C", "C", "C", "O", "C", "C", "H", "H", "H", "H", "H", "H", "H", "H", "H", "H", "H", "H", "H", "H", "H", "H", "H"], "coordinates": [[0.43577, -1.96693, -0.10661], [-0.92334, -1.33996, -0.42318], [-2.07712, -2.18583, -0.06582], [-1.01667, -1.02793, -1.91333], [-1.05874, 0.00814, 0.48408], [-1.19452, -0.34544, 1.97649], [-2.85636, 1.20752, -0.02847], [0.22895, 0.81503, 0.21729], [1.26937, 0.74858, 1.13730], [2.48053, 1.49327, 0.96095], [2.48550, 2.47596, -0.03945], [3.62928, 3.26487, -0.23546], [1.39480, 2.57395, -0.89709], [0.29810, 1.73761, -0.85779], [1.03305, -1.16469, -0.05117], [0.72142, -2.58473, -0.83155], [0.57244, -2.60905, 0.80962], [-2.97139, -1.61826, -0.23665], [-2.09000, -3.03047, -0.72370], [-1.97847, -2.78779, 0.88504], [-1.96253, -0.58063, -2.24121], [-0.24285, -0.52350, -2.44752], [-1.25980, -2.05370, -2.42210], [-2.22824, -0.79503, 2.32247], [-1.13937, 0.60305, 2.56146], [-0.45129, -1.13078, 2.38160], [1.29337, 0.14541, 1.95275], [3.24665, 1.43209, 1.83686], [3.41414, 3.95674, -0.90867], [1.49156, 3.36317, -1.56816], [-0.54422, 1.91934, -1.52800]], "gap_ev": 8.9, "smiles": "CC(C)(C)[C@](C)(I)c1ccc(O)cc1", "e_homo_ev": -8.545, "e_tot_ev": -22866.153, "relative_energy_kcal_mol": 8.6}

***

[6]
{"formula": "C9H12BMgO2P", "method": "ωB97M-V with the def2-TZVPD basis set", "species": ["C", "C", "C", "B", "C", "C", "C", "C", "C", "C", "P", "O", "O", "H", "H", "H", "H", "H", "H", "H", "H", "H", "H", "H", "H", "Mg"], "coordinates": [[-3.62470, -2.39368, -0.70202], [-2.93576, -1.31283, -1.35729], [-1.31639, -1.27951, -1.51268], [-0.68324, -0.52459, -0.22283], [0.67047, 0.35414, -0.18942], [2.10974, -0.28493, -0.28492], [3.38968, 0.59148, -0.19985], [3.20742, 2.15191, -0.01899], [1.79553, 2.84901, 0.07845], [0.54109, 1.91657, -0.01219], [-1.60835, -0.70700, 1.49003], [-0.95145, 0.39531, 2.61850], [-1.24912, -2.34166, 1.94751], [-4.75038, -2.32547, -0.50980], [-3.02727, -3.28752, -0.32276], [-3.60028, -0.47448, -1.75976], [-0.99010, -2.39542, -1.53608], [-1.03666, -0.76786, -2.51012], [2.15017, -1.42652, -0.40246], [4.42140, 0.09960, -0.23772], [4.13468, 2.82598, 0.04928], [1.70308, 3.98955, 0.20927], [-0.49439, 2.40924, 0.08119], [-1.26703, 1.30605, 2.37135], [-1.15981, -2.80075, 1.06691], [4.57168, 3.43339, 1.86637]], "gap_ev": 2.7, "total_charge": 2, "e_homo_ev": -13.677, "e_tot_ev": -29007.250}

***

[7]
{"formula": "C2H9N2O2P", "method": "ωB97M-V with the def2-TZVPD basis set", "species": ["C", "C", "N", "N", "O", "O", "P", "H", "H", "H", "H", "H", "H", "H", "H", "H"], "coordinates": [[-0.48427, 0.77180, -1.95666], [-0.37652, -0.35485, -0.93546], [-1.20088, 0.52542, 1.16219], [-0.05424, 0.10349, 0.45524], [2.24180, -1.20843, 0.52852], [1.33605, -0.26348, 2.49704], [0.81442, -1.25572, 1.29152], [0.39864, 1.24224, -2.08917], [-0.79867, 0.41605, -2.83675], [-1.18479, 1.49528, -1.50227], [-1.23043, -0.94860, -1.03975], [0.38004, -1.03672, -1.39010], [-1.92201, -0.12729, 0.97405], [-1.39378, 1.42775, 0.74786], [2.81147, -0.54815, 0.88099], [0.66318, -0.23879, 3.21275]], "gap_ev": [5.1, 7.5], "s_squared": 2.01, "e_homo_ev": [-4.135, -10.101], "e_tot_ev": -18578.950, "relative_energy_kcal_mol": 13.4, "spin_multiplicity": 3}

***

[8]
{"formula": "C3H4FNO2", "method": "ωB97M-V with the def2-TZVPD basis set", "species": ["O", "C", "N", "O", "H", "C", "C", "F", "H", "H", "H"], "coordinates": [[1.47413, 0.91976, 0.87470], [2.09078, 0.29786, 0.10559], [2.43137, -0.92331, -0.29623], [2.61525, 0.36742, -1.08568], [1.61098, -1.25805, -0.84254], [-1.76310, 0.68786, 0.49836], [-1.68572, -0.50298, -0.03154], [-0.55652, -1.19217, -0.24008], [-2.69403, 1.35248, 0.68565], [-0.84097, 1.11570, 0.82102], [-2.68218, -0.86457, -0.48925]], "gap_ev": 11.1, "smiles": "O=C1NO1.C=CF", "e_homo_ev": -10.366, "e_tot_ev": -11474.176, "relative_energy_kcal_mol": 97.2}